# C6H9NS

An isolated molecule of C6H9NS (wB97M-V/def2-TZVPD, the OMol25 dataset).

## Properties
* calculated total energy: -686.901467 a.u.
* HOMO level: -8.7 eV
* orbital gap: 9.6 eV
* ΔE to the lowest compared entry with this formula, charge and spin: 38.50 kcal/mol
* SMILES: C1[C@@H]2S[C@@H]2C[C@@H]2N[C@H]12

Structure (XYZ):
```
17
C6H9NS, DFT wB97M-V/def2-TZVPD
C -0.49507 -0.92406 1.08740
C -1.27091 -0.45118 -0.13826
S -0.76427 -1.02128 -1.78983
C -0.58544 0.59996 -1.00252
C 0.85767 1.09635 -0.62069
C 0.96455 1.21419 0.86590
N 1.77719 0.23502 1.60562
C 0.28432 0.23062 1.78254
H -1.27228 -1.35652 1.73947
H 0.26172 -1.69862 0.86731
H -2.33920 -0.33531 -0.05474
H -1.21287 1.44954 -1.28686
H 1.11993 2.06379 -1.11351
H 1.64768 0.38106 -0.90605
H 0.96220 2.25461 1.14221
H 2.17063 0.71782 2.41457
H -0.08056 0.62367 2.74944
```

natural (NBO) population analysis, charges in e, atoms 1 to 2:
1 C -0.4536
2 C -0.2932

***

# C9H11NO3S

An isolated molecule of C9H11NO3S (wB97M-V/def2-TZVPD, the OMol25 dataset).

## Properties
* calculated total energy: -1027.839360 a.u.
* HOMO level: -9.1 eV
* orbital gap: 8.7 eV
* ΔE to the lowest compared entry with this formula, charge and spin: 252.83 kcal/mol

Structure (XYZ):
```
25
C9H11NO3S, DFT wB97M-V/def2-TZVPD
O 2.77602 3.00173 1.54086
S 1.84423 2.28735 0.53099
O 0.79237 3.51492 -0.04813
C 0.24846 3.16906 -1.37416
C -1.18914 2.38559 -1.24116
C -1.22631 1.29935 0.03037
C 0.16080 0.44148 0.18039
C -0.07575 -1.19364 0.38630
C 1.24109 -2.12702 0.58488
C 1.25828 -3.77600 0.77855
C -0.29793 -4.39139 0.74990
C -1.47842 -3.29178 0.52753
N -1.43263 -1.81021 0.37653
O 0.91509 1.04979 1.31339
H 0.21520 4.11141 -2.10524
H 1.01694 2.41545 -1.88964
H -1.49589 1.85274 -2.23718
H -2.00060 3.22569 -1.00654
H -1.41058 1.98220 0.99143
H -2.19524 0.66444 -0.13235
H 0.88790 0.52424 -0.76115
H 2.29682 -1.58073 0.57407
H 2.22015 -4.43077 0.89832
H -0.49357 -5.56151 0.84504
H -2.57730 -3.76237 0.48700
```

natural (NBO) population analysis, charges in e, atoms 1 to 2:
1 O -0.8431
2 S 1.6451

***

# C31H32N10O3S2W

A structure of composition C31H32N10O3S2W (wB97M-V/def2-TZVPD, the OMol25 dataset).

## Properties
* calculated total energy: -2836.599903 a.u.
* HOMO level: -12.8 eV
* orbital gap: 6.3 eV
* ΔE to the lowest compared entry with this formula, charge and spin: 247.40 kcal/mol
* net charge: +2

Structure (XYZ):
```
79
C31H32N10O3S2W, DFT wB97M-V/def2-TZVPD
W 1.30114 0.20357 0.74988
C 0.03122 3.20141 3.93938
C 0.34740 1.98811 3.13083
N 1.09401 1.98418 2.07110
N 1.62320 3.18124 1.65521
C 2.51373 3.19650 0.64904
N 3.03631 4.35475 0.28435
S 3.00362 1.75389 -0.11173
C -0.18524 0.68125 3.48284
C -0.88424 0.36045 4.58743
C -1.34848 -0.99336 4.83782
C -0.96257 -1.99488 4.04877
C -0.06795 -1.79375 2.87224
N 0.11758 -0.34653 2.52010
H -0.26275 4.04115 3.30461
H 0.88930 3.49555 4.54807
H -0.80824 3.01987 4.60150
H 1.32047 4.02840 2.11531
H 2.80875 5.22688 0.73613
H 3.67599 4.38458 -0.49440
H -1.09530 1.11276 5.33319
H -1.98410 -1.16460 5.69403
H -1.27565 -3.01253 4.24526
H 0.89761 -2.28920 2.99093
C -0.76849 0.75921 -1.71476
C 0.99429 -1.03849 -2.01694
C 1.91295 -1.51323 -3.12003
C 2.68816 -2.57269 -2.90794
C 2.91177 -3.07086 -1.56621
C 3.73383 -4.14479 -1.28596
C 4.19330 -4.37442 0.01749
C 3.92831 -3.46485 1.01531
C 3.10212 -2.36612 0.73937
S 2.93731 -0.99062 1.77643
C 2.49240 -2.23840 -0.50631
N 1.62053 -1.16421 -0.67280
H -1.41847 1.09000 -2.52401
H 0.26508 1.80967 -0.21536
H -1.26764 -0.05574 -1.18448
H 1.82216 -1.09574 -4.11081
H 3.26246 -3.00921 -3.71482
H 4.06599 -4.78487 -2.09293
H 4.82377 -5.22911 0.21897
H 4.36947 -3.57050 1.99777
C -2.42740 3.27149 -1.34532
C -1.23280 2.98496 -0.49485
N -0.59720 1.87612 -0.76979
H -2.90357 2.43369 -1.86738
H -2.09772 3.99659 -2.09876
H -3.17571 3.81240 -0.76566
N -4.60844 1.46508 1.04027
C -4.48729 0.23599 1.60300
O -5.32710 -0.28267 2.30025
C -3.16548 -0.46923 1.42524
C -3.20990 -1.93131 1.43651
C -2.08894 -2.63915 1.46077
C -0.74723 -1.99724 1.49733
N -0.76119 -0.47228 1.31974
C -2.02056 0.21534 1.38506
H -5.50330 1.92122 1.13425
H -4.02669 1.73318 0.26614
H -4.18454 -2.39733 1.43370
H -2.10324 -3.72154 1.44476
H -0.09222 -2.43010 0.74257
H -1.95032 1.29410 1.40364
C 0.09359 0.98571 -5.83926
N 0.01510 0.32370 -4.52688
C -0.83835 -0.76251 -4.39167
C -0.99873 -1.69729 -3.43266
C -0.24962 -1.91956 -2.18605
O -0.60866 -2.71204 -1.34368
N 0.53815 0.34856 -2.20613
C 0.74920 0.91195 -3.51208
O 1.46958 1.85506 -3.68853
H -0.23867 0.29139 -6.60439
H 1.12417 1.26683 -6.03421
H -0.52498 1.88251 -5.85429
H -1.48787 -0.85057 -5.25390
H -1.78721 -2.41781 -3.60158
```

Mulliken population analysis, charges in e, atoms 1 to 2:
1 W 1.4012
2 C -2.2141

***

# C28H41B3NO5P

A cluster of 5 separate species, C28H41B3NO5P in total (wB97M-V/def2-TZVPD, the OMol25 dataset).

## Properties
* calculated total energy: -1938.545694 a.u.
* HOMO level: -6.5 eV
* orbital gap: 6.6 eV
* SMILES: CC(C)C[PH](B(N)O)(B(O)O)B(O)O.c1ccccc1.c1ccccc1.c1ccccc1.c1ccccc1

Structure (XYZ):
```
79
C28H41B3NO5P, DFT wB97M-V/def2-TZVPD
C -2.20174 -0.07856 -3.04813
C -1.27307 0.81813 -3.86881
C -1.49028 0.53571 -5.36005
C -1.50353 2.27906 -3.51250
P -0.71422 2.75661 -1.70119
B 0.13521 3.12432 0.12652
N -0.49473 2.93810 1.39937
O 1.45158 3.65221 0.12507
B 0.35438 4.22167 -2.47612
O 1.27001 3.92322 -3.45859
O 0.12803 5.52245 -2.11347
B -2.54062 3.20110 -1.16559
O -3.20076 2.30890 -0.36283
O -3.11530 4.36705 -1.62604
H -2.00052 -0.02109 -1.97578
H -2.11988 -1.12351 -3.35768
H -3.23992 0.23350 -3.20912
H -0.23626 0.54713 -3.61588
H -1.03667 -0.41459 -5.65173
H -2.56144 0.48503 -5.57735
H -1.07673 1.33642 -5.97535
H -2.59148 2.46250 -3.51494
H -1.07863 2.93976 -4.27860
H -0.17014 1.41219 -1.69519
H -0.64415 3.73439 2.00620
H -1.33214 2.37170 1.34780
H 2.03324 2.97539 -0.24203
H 2.19016 4.02242 -3.19289
H 0.13782 5.69353 -1.16737
H -4.15134 2.47242 -0.31598
H -3.92495 4.26948 -2.14165
C -3.58199 -2.92535 -8.82552
C -2.76268 -3.71258 -8.02843
C -2.83227 -3.60892 -6.64595
C -3.72095 -2.71767 -6.06142
C -4.53738 -1.92747 -6.85832
C -4.46867 -2.03182 -8.24054
H -3.52903 -3.00763 -9.90357
H -2.06841 -4.40638 -8.48496
H -2.19251 -4.22187 -6.02393
H -3.77414 -2.63495 -4.98319
H -5.22621 -1.22811 -6.40156
H -5.10529 -1.41565 -8.86253
C 2.04527 1.43998 5.06756
C 3.35152 1.36579 5.52832
C 4.39984 1.79614 4.72635
C 4.13766 2.29722 3.45795
C 2.83152 2.35383 2.98778
C 1.78498 1.92702 3.79507
H 1.22848 1.11158 5.69855
H 3.54708 0.96698 6.51652
H 5.41912 1.73638 5.08648
H 4.95407 2.63658 2.83275
H 2.61038 2.73778 2.00096
H 0.76932 2.00675 3.43422
C -0.55212 -0.83032 3.06959
C 0.14040 -1.64155 3.95925
C -0.53712 -2.59831 4.70152
C -1.91084 -2.74123 4.55760
C -2.60480 -1.92846 3.67204
C -1.92533 -0.97414 2.92642
H -0.01843 -0.08950 2.48865
H 1.21005 -1.52337 4.07361
H 0.00679 -3.23094 5.39178
H -2.44084 -3.48748 5.13566
H -3.67595 -2.04015 3.56136
H -2.46779 -0.34386 2.23188
C 3.69091 -3.31401 4.21884
C 3.99926 -2.16727 4.94227
C 5.01914 -2.19347 5.88360
C 5.72695 -3.36490 6.11018
C 5.41291 -4.51255 5.39726
C 4.39710 -4.48707 4.45211
H 2.90199 -3.29052 3.47712
H 3.44411 -1.25225 4.77949
H 5.25957 -1.29810 6.44340
H 6.52234 -3.38467 6.84436
H 5.96243 -5.42783 5.57674
H 4.15762 -5.38232 3.89260
```

Mulliken population analysis, charges in e, atoms 1 to 2:
1 C -1.2796
2 C 0.8792

***

# ClH2N3O2

A cluster of 3 separate species, ClH2N3O2 in total (wB97M-V/def2-TZVPD, the OMol25 dataset).

## Properties
* calculated total energy: -775.939713 a.u.
* HOMO level (spin up / spin down): 0.0 / -1.9 eV
* orbital gap (spin up / spin down): 6.4 / 7.5 eV
* ΔE to the lowest compared entry with this formula, charge and spin: 12.85 kcal/mol
* net charge: -2
* <S²>: 2.018
* multiplicity: 3

Structure (XYZ):
```
8
ClH2N3O2, DFT wB97M-V/def2-TZVPD
N -1.40418 0.41328 -0.21271
N -0.56018 -1.18731 0.43796
N -1.04788 1.60921 0.05555
O -1.00857 -2.27081 -0.06452
O -1.98418 2.42736 0.18626
Cl 8.07902 -0.06740 -0.07423
H -2.48079 0.17078 -0.27015
H 0.40676 -1.09511 -0.05815
```

natural (NBO) population analysis, charges in e, atoms 1 to 2:
1 N -0.4833
2 N -0.1502

***

# F2HOPS

A cluster of 2 separate species, F2HOPS in total (wB97M-V/def2-TZVPD, the OMol25 dataset).

## Properties
* calculated total energy: -1015.111651 a.u.
* HOMO level (spin up / spin down): -11.1 / -11.1 eV
* orbital gap (spin up / spin down): 8.8 / 8.8 eV
* ΔE to the lowest compared entry with this formula, charge and spin: 83.81 kcal/mol

Structure (XYZ):
```
6
F2HOPS, DFT wB97M-V/def2-TZVPD
O -1.09200 -1.30781 0.62985
F 1.50992 0.12202 0.59239
F -0.36018 1.44592 0.19699
P 0.31075 0.19434 -0.52358
S 0.72962 0.35126 -2.37959
H -1.09811 -0.80572 1.48394
```

natural (NBO) population analysis, charges in e, atoms 1 to 2:
1 O -0.8477
2 F -0.5425

***

# C33H54F6N4O4P3S4Sc

A structure of composition C33H54F6N4O4P3S4Sc (wB97M-V/def2-TZVPD, the OMol25 dataset).

## Properties
* calculated total energy: -5786.258812 a.u.
* HOMO level: -13.1 eV
* orbital gap: 7.8 eV
* ΔE to the lowest compared entry with this formula, charge and spin: 9.24 kcal/mol
* net charge: +2

Structure (XYZ):
```
109
C33H54F6N4O4P3S4Sc, DFT wB97M-V/def2-TZVPD
Sc -0.29909 1.02253 -0.04915
C -3.67061 -2.80717 2.18235
N -3.82572 -2.21630 0.85655
C -4.63395 -2.75651 -0.12257
C -4.69998 -1.86427 -1.12026
N -3.93096 -0.76718 -0.74807
C -3.35472 -1.02107 0.45691
S -2.29153 -0.06277 1.40101
C -4.10848 0.52994 -1.33760
C -5.27214 0.76686 -2.05311
C -5.50527 2.04963 -2.51678
C -4.58999 3.04061 -2.21286
C -3.46551 2.68522 -1.49512
N -3.19206 1.44751 -1.07626
H -3.64408 -3.88899 2.07965
H -4.51319 -2.51642 2.80768
H -2.74881 -2.45548 2.62535
H -5.08783 -3.72478 -0.01538
H -5.20305 -1.92044 -2.06534
H -6.00279 -0.00973 -2.21095
H -6.40183 2.26836 -3.07976
H -4.72693 4.06233 -2.53396
H -2.71777 3.42747 -1.27600
F 0.40191 2.70011 -5.38758
C 0.75589 2.78292 -4.12066
F 1.64910 1.83475 -3.84941
F 1.28136 3.97187 -3.86422
S -0.73905 2.51477 -3.07561
O -0.19462 2.42774 -1.68356
O -1.57917 3.62338 -3.35166
N -1.32612 1.14438 -3.53548
S -0.62837 -0.23655 -3.12468
O -1.97459 -1.14518 -3.12143
O -0.32970 -0.16535 -1.63578
C -1.99834 -2.28002 -3.94493
F -2.38125 -1.94421 -5.15734
F -2.87260 -3.11000 -3.40844
F -0.81210 -2.85604 -4.00701
C -2.71848 4.47914 0.98525
P -1.26799 3.41849 1.32347
C -1.37092 3.34781 3.14147
C 0.08345 4.62268 1.04906
C 1.43872 4.07396 1.47110
P 2.03851 2.66853 0.45203
C 3.65752 2.42561 1.25112
C 2.57004 3.51258 -1.07006
H -2.75251 5.24041 1.76600
H -3.64665 3.91034 1.00396
H -2.62464 4.97715 0.02190
H -1.39336 4.36405 3.53914
H -0.52944 2.80253 3.55774
H -2.29081 2.83684 3.42915
H -0.15040 5.53667 1.60284
H 0.07994 4.88795 -0.01230
H 1.41605 3.73178 2.50999
H 2.20204 4.85536 1.41107
H 4.12348 3.40989 1.32307
H 4.29898 1.77383 0.66431
H 3.55495 2.01206 2.24886
H 3.33846 4.24634 -0.82035
H 1.73539 4.01930 -1.54305
H 2.98686 2.79647 -1.77891
C 3.98453 -0.81576 1.21712
C 3.26418 -2.15930 1.18409
C 3.07139 -2.58905 2.64385
C 4.15421 -3.17060 0.45810
P 1.61766 -1.83415 0.30613
C 2.19457 -1.87835 -1.43862
C 2.16361 -2.98481 -2.28718
C 2.74129 -2.94331 -3.54935
C 3.39408 -1.80051 -3.98285
C 3.43722 -0.68775 -3.15515
C 2.82278 -0.72384 -1.91276
C 0.51221 -3.32595 0.59109
C 1.14234 -4.72445 0.52451
C -0.06479 -3.16519 2.00374
C -0.64484 -3.24705 -0.41145
H 4.91379 -0.91250 1.78370
H 3.36168 -0.07269 1.71393
H 4.24280 -0.46067 0.21831
H 4.04352 -2.54830 3.13982
H 2.71004 -3.61018 2.74076
H 2.39354 -1.92332 3.18074
H 5.06851 -3.29906 1.04326
H 4.44458 -2.81832 -0.53100
H 3.69551 -4.15086 0.35180
H 1.69751 -3.90546 -1.97487
H 2.70053 -3.81837 -4.18377
H 3.86953 -1.77752 -4.95374
H 3.95154 0.20568 -3.48101
H 2.85061 0.16514 -1.28502
H 1.87357 -4.88462 1.31306
H 1.61675 -4.96324 -0.42265
H 0.34406 -5.45590 0.67730
H 0.70013 -3.20317 2.77279
H -0.75216 -3.99362 2.19199
H -0.60080 -2.22241 2.11109
H -0.32542 -3.45568 -1.43139
H -1.12413 -2.26671 -0.40052
H -1.39572 -3.99666 -0.14369
C -0.64342 0.10234 4.48984
S 0.67201 0.45577 3.30573
C 1.92506 0.99471 4.48548
H -0.83545 0.97210 5.11706
H -0.35231 -0.73961 5.11564
H -1.54709 -0.15393 3.94484
H 2.10658 0.19609 5.20217
H 1.60955 1.89590 5.01006
H 2.84933 1.19346 3.95158
```

Mulliken population analysis, charges in e, atoms 1 to 2:
1 Sc -0.6691
2 C -0.7248

***

# C14H25FN2O8S

An isolated molecule of C14H25FN2O8S (wB97M-V/def2-TZVPD, the OMol25 dataset).

## Properties
* calculated total energy: -1757.689813 a.u.
* HOMO level: -10.3 eV
* orbital gap: 9.8 eV
* SMILES: CCCCN[C@@]1(OCC)OS(=O)(=O)O[C@@]1(COCCC)C(=O)NC(=O)F

Structure (XYZ):
```
51
C14H25FN2O8S, DFT wB97M-V/def2-TZVPD
C -4.28762 -2.03759 0.64710
C -3.71461 -2.88454 -0.60477
C -2.11642 -2.77823 -0.80688
C -1.37807 -1.82049 0.26832
N 0.10431 -1.98127 0.11583
C 0.87938 -1.05131 0.95155
O 0.21288 -0.16317 1.85651
C -0.13083 -0.78387 3.12598
C -1.69885 -0.39374 3.40435
O 1.98422 -1.73006 1.66547
S 3.12983 -0.58972 2.15014
O 2.89725 0.10849 3.48439
O 4.56708 -0.99947 2.24400
O 2.64471 0.59261 1.06814
C 1.74690 0.01509 0.04878
C 0.70465 0.98414 -0.67797
O 1.28658 1.86385 -1.66486
C 0.35992 2.20178 -2.72766
C 0.30771 3.83055 -2.80892
C -0.38695 4.31029 -1.40769
C 2.82158 -0.57660 -0.99661
O 2.54575 -1.44847 -1.87682
N 4.24987 -0.09744 -1.06000
C 4.33796 1.27457 -1.56790
O 4.10818 2.30419 -0.89452
F 4.68093 1.44315 -2.93214
H -4.01884 -2.57900 1.63514
H -3.95307 -0.94496 0.66652
H -5.42815 -2.05815 0.57060
H -4.21978 -2.60971 -1.59326
H -3.94512 -3.99183 -0.35886
H -1.65176 -3.83749 -0.78484
H -1.92845 -2.33927 -1.85162
H -1.74987 -0.74023 0.25849
H -1.63924 -2.27243 1.30397
H 0.27841 -1.85687 -0.89248
H -0.10861 -1.92866 3.12126
H 0.43992 -0.33139 4.02502
H -2.31779 -1.37412 3.35573
H -1.84182 0.01647 4.45997
H -2.12909 0.27989 2.57857
H 0.07426 1.62967 0.02828
H -0.04897 0.29081 -1.22560
H 0.84426 1.86737 -3.71254
H -0.70891 1.82975 -2.57594
H -0.30318 4.16806 -3.73024
H 1.34944 4.30121 -2.84257
H -0.75385 5.39308 -1.44432
H -1.24772 3.55992 -1.23231
H 0.42190 4.16563 -0.60441
H 4.72969 -0.23046 -0.15837
```

natural (NBO) population analysis, charges in e, atoms 1 to 2:
1 C -0.6314
2 C -0.4043

***

# C4H9NO2

An isolated molecule of C4H9NO2 (wB97M-V/def2-TZVPD, the OMol25 dataset).

## Properties
* calculated total energy: -363.017965 a.u.
* HOMO level: -9.8 eV
* orbital gap: 10.8 eV
* ΔE to the lowest compared entry with this formula, charge and spin: 42.40 kcal/mol
* SMILES: C/N=C/OCCO

Structure (XYZ):
```
16
C4H9NO2, DFT wB97M-V/def2-TZVPD
C 0.24532 2.27066 -1.04465
N 0.36979 0.92744 -0.51858
C 0.03554 -0.04139 -1.25765
O 0.02547 -1.32099 -0.89043
C 0.44006 -1.68198 0.43965
C -0.39894 -1.04385 1.55204
O 0.20311 0.08247 2.12731
H -0.48902 2.81531 -0.44025
H 1.20602 2.78704 -0.95383
H -0.07369 2.31249 -2.09710
H -0.33002 0.05457 -2.28711
H 0.30260 -2.76651 0.42806
H 1.50305 -1.43289 0.59486
H -1.41129 -0.83295 1.15388
H -0.50502 -1.77608 2.36324
H 0.42193 0.67624 1.38557
```

natural (NBO) population analysis, charges in e, atoms 1 to 2:
1 C -0.4217
2 N -0.5522

***

Q: What is the calculated total energy in the sixth record?
A: -1015.111651 a.u.

***

Q: Which of these has the highest calculated total energy?
A: C4H9NO2